# C7H13ClO3S

An isolated molecule of C7H13ClO3S at a distorted geometry (wB97M-V/def2-TZVPD, OMol25).

Output
LUMO   0.7 eV
Total energy   -36969.4805 eV
Energy relative to the best compared isomer or geometry (same formula, charge and spin)   36.78 kJ/mol
HOMO energy   -10.31 eV
Kohn-Sham gap   0.4062 Eh
2S+1   1

Atoms and positions in Å:
C  -1.0732  -2.3750  -0.9036
C  -0.0103  -1.5862  -1.6823
C  -0.1543  -0.0760  -1.5730
Cl  -1.6669  0.3820  -2.4307
C  -0.1064  0.4257  -0.1380
C  1.3516  0.6328  0.3012
C  1.5492  0.3576  1.7743
O  1.2797  1.4771  2.6354
S  -0.2625  2.0328  2.6336
O  -1.1053  0.8678  2.6812
O  -0.3325  2.5819  1.1004
C  -0.8904  1.7213  0.0911
H  -1.7748  -1.7275  -0.3922
H  -0.5968  -2.9844  -0.1431
H  -1.6331  -3.0456  -1.5422
H  0.9899  -1.8935  -1.3975
H  -0.1508  -1.8113  -2.7318
H  0.6765  0.3727  -2.1043
H  -0.5194  -0.3188  0.5276
H  1.7011  1.6197  0.0192
H  1.9662  -0.0870  -0.2351
H  0.9704  -0.4978  2.1034
H  2.5896  0.1074  1.9446
H  -1.9348  1.5158  0.2798
H  -0.8625  2.3088  -0.8179

=====

# C7H13F3I2OPbSi

A structure of composition C7H13F3I2OPbSi at a distorted geometry (wB97M-V/def2-TZVPD, OMol25).

Output
LUMO   -10.9 eV
Total energy   -46974.2486 eV
HOMO energy   -13.12 eV
Kohn-Sham gap   0.0828 Eh
2S+1   1
Total charge   +2

Atoms and positions in Å:
C  -2.9299  -0.0001  1.8098
C  -2.8573  0.2536  0.2326
I  -4.3590  1.7389  -0.3464
C  -1.4012  0.8978  -0.1059
I  -1.6218  3.0936  -0.3167
Si  -0.6459  0.3025  -1.7594
C  0.1527  -1.4325  -1.7151
C  1.4040  -1.5639  -0.7350
O  1.0306  -1.1192  0.5925
C  2.1531  -0.6383  1.3346
C  2.5480  0.8705  1.0174
F  1.4810  1.7601  0.9619
F  3.3597  1.3034  2.0863
F  3.3027  1.0448  -0.2099
H  -4.0180  0.1428  2.1214
H  -2.5829  -1.0388  2.1260
H  -2.3056  0.7563  2.3979
H  -2.9237  -0.7184  -0.3564
H  -0.7476  0.7574  0.8083
H  -1.7690  0.2282  -2.7237
H  0.2794  1.3330  -2.2959
H  0.5435  -1.6384  -2.7797
H  -0.6522  -2.2292  -1.5419
H  2.3142  -1.0235  -1.1725
H  1.6984  -2.6759  -0.6998
H  1.8704  -0.6720  2.4471
H  3.0518  -1.3492  1.2295
Pb  3.6247  1.6166  -2.4069

=====

# C7H13FO2

A cluster of 2 separate species, C7H13FO2 in total at a distorted geometry (wB97M-V/def2-TZVPD, OMol25).

Output
LUMO (spin up / spin down)   0.8 / 0.9 eV
Total energy   -14275.4596 eV
Energy relative to the best compared isomer or geometry (same formula, charge and spin)   252.05 kJ/mol
HOMO energy (spin up / spin down)   -6.75 / -7.05 eV
Kohn-Sham gap (spin up / spin down)   0.2790 / 0.2905 Eh
2S+1   1

Atoms and positions in Å:
C  -1.5227  -0.4675  -0.2117
C  -1.6309  0.8245  0.0114
C  -1.9361  -1.4361  0.8346
C  -1.1127  -0.9302  -1.5951
C  1.2647  2.5352  -0.6801
C  2.2496  -0.9960  0.4243
C  1.0764  0.9154  1.0933
O  1.4965  1.4965  0.0087
O  1.4176  -0.3882  1.3857
F  -2.0276  1.2969  1.2276
H  -1.0151  -1.5870  1.5495
H  -2.7592  -1.1744  1.4740
H  -2.0774  -2.3560  0.4939
H  -1.7985  -1.2232  -2.3731
H  -0.5221  -1.7373  -1.5881
H  -0.5619  -0.1754  -2.0045
H  -1.5114  1.6586  -0.7972
H  1.6507  2.7346  -1.5956
H  0.6730  3.2708  -0.2049
H  2.2851  -0.6735  -0.6234
H  2.0676  -2.1765  0.4403
H  3.4108  -0.8544  0.7397
H  0.8836  1.4432  1.9908